# 1
DFT (the ωB97M-V functional and the def2-TZVPD basis) results for C41H32BrCl6LaN7O3S2 as an isolated structure.

Geometry as XYZ:
```
93
Properties=species:S:1:pos:R:3:forces:R:3
La 1.002 -0.794 0.691 -0.115 0.923 -0.072
Br 6.425 0.070 -3.602 0.115 0.091 0.002
Cl -5.316 3.527 -3.051 0.011 -0.004 0.106
Cl -4.504 7.479 0.466 0.007 -0.073 -0.013
Cl -7.147 -2.024 1.870 0.029 0.070 0.049
Cl 1.125 -2.906 5.362 -0.014 0.039 -0.033
Cl 1.311 1.953 7.678 0.012 -0.055 -0.094
Cl 1.716 1.517 2.311 0.155 0.514 0.782
S 3.728 -0.802 -0.174 0.737 -0.015 0.131
S -7.360 -0.761 4.553 -0.130 -0.055 0.188
O 1.293 -1.369 2.833 0.187 0.097 1.421
O 0.622 -2.709 -0.161 -0.553 -1.663 -1.863
O -6.006 0.968 0.536 0.075 0.022 -0.032
N -3.008 0.997 -0.761 -0.166 0.090 0.055
N 5.965 -0.810 1.332 0.167 -0.044 -0.078
N -1.159 0.481 0.313 -0.316 0.422 -0.005
N 1.165 -3.825 -5.643 -0.325 1.098 0.302
N 2.086 -3.290 -6.282 0.627 -0.331 0.667
N 4.178 -1.332 2.474 -0.042 -0.105 -0.044
N 0.751 -0.578 -1.905 0.097 -0.475 -0.380
C 3.133 -2.517 -5.606 -0.640 -0.250 -0.295
C 0.650 -4.460 -3.386 0.087 -0.141 0.479
C -4.885 4.909 1.211 -0.008 -0.043 -0.041
C 4.722 -2.185 -3.838 -0.004 0.056 -0.034
C 1.224 -0.406 6.361 0.001 -0.023 -0.052
C -6.690 -0.803 2.989 0.037 -0.108 -0.233
C -4.895 5.361 -1.151 -0.022 -0.028 0.012
C -1.104 1.809 -0.060 -0.086 0.011 -0.009
C -4.358 0.852 -1.320 0.248 -0.046 -0.104
C 4.582 -0.600 -5.655 -0.055 -0.088 -0.025
C -5.124 4.014 -1.384 0.053 -0.041 -0.179
C -4.772 5.796 0.155 0.030 0.115 0.037
C -2.313 0.033 -0.136 -0.058 0.040 0.023
C 0.772 -0.976 -4.649 0.061 -0.166 -0.045
C -5.647 1.017 3.924 -0.062 -0.083 -0.012
C 0.832 -2.099 -3.791 -0.078 0.122 -0.422
C 5.238 -1.467 3.472 -0.020 0.022 -0.006
C 1.330 0.971 6.247 0.016 0.092 0.119
C 1.306 -0.633 3.935 0.204 -0.151 -0.286
C 0.641 -2.957 -1.488 0.027 0.228 0.672
C -5.493 1.607 -0.616 -0.124 0.058 0.109
C 1.223 -1.187 5.219 -0.071 -0.049 0.185
C -2.237 2.140 -0.732 -0.097 -0.153 -0.019
C 3.597 -1.383 -6.246 -0.019 0.197 -0.043
C -5.791 0.196 2.766 0.028 0.079 0.069
C 0.752 -1.856 -2.410 -0.054 0.016 0.105
C 0.759 0.285 -4.134 -0.016 0.063 0.135
C 1.464 0.757 3.895 0.002 0.176 -0.028
C 1.466 1.573 5.009 0.018 -0.028 0.007
C 0.898 -3.444 -4.254 0.199 -0.339 -0.636
C 3.725 -2.943 -4.423 0.084 -0.096 0.034
C -5.084 0.402 1.470 0.007 -0.037 -0.081
C 6.488 -1.043 2.678 -0.033 0.010 0.009
C 4.651 -0.994 1.270 -0.187 0.092 -0.223
C 0.785 0.434 -2.739 -0.010 0.119 -0.059
C 5.120 -1.001 -4.444 -0.109 -0.102 -0.026
C 0.532 -4.220 -1.995 -0.027 -0.311 -0.406
C 6.839 -0.410 0.248 -0.112 -0.022 0.037
C -5.212 3.080 -0.356 -0.043 0.020 0.052
C -6.433 0.614 4.959 0.074 0.062 -0.072
C -5.111 3.569 0.944 0.034 0.013 0.016
H 5.302 -2.493 3.832 0.004 -0.006 -0.021
H 4.930 0.304 -6.135 -0.005 0.014 -0.009
H -4.814 5.266 2.228 -0.003 0.005 0.016
H 1.583 2.643 4.918 -0.011 0.014 0.002
H -4.835 6.056 -1.976 -0.006 0.008 -0.010
H -2.684 -0.973 -0.017 0.011 -0.019 -0.036
H 7.254 -1.818 2.649 0.002 0.002 0.015
H 0.727 1.157 -4.771 -0.012 0.006 0.004
H 7.735 -1.031 0.268 0.012 -0.005 -0.012
H -4.975 1.862 3.981 0.008 0.022 0.002
H 3.160 -1.098 -7.194 0.041 0.000 -0.008
H 0.620 -5.471 -3.772 -0.005 -0.009 0.054
H 1.148 -0.871 7.333 -0.019 -0.007 0.008
H 0.809 1.427 -2.300 -0.016 -0.013 -0.005
H -4.218 1.053 1.620 0.014 -0.025 0.009
H -6.518 1.051 5.940 0.005 0.012 0.024
H -4.314 1.189 -2.353 -0.031 -0.030 -0.013
H 5.048 -0.813 4.321 0.003 -0.009 0.011
H -4.731 -0.564 1.092 0.002 0.011 -0.005
H 0.379 -5.042 -1.308 0.038 -0.011 -0.004
H 7.128 0.637 0.348 0.019 0.015 0.015
H 3.416 -3.868 -3.957 -0.026 -0.015 0.028
H 0.710 -1.125 -5.718 0.083 -0.037 -0.041
H 5.177 -2.504 -2.911 0.006 0.001 0.005
H -2.553 3.058 -1.192 -0.047 0.047 0.036
H -0.271 2.446 0.189 0.017 -0.002 0.008
H 6.327 -0.548 -0.701 0.020 0.020 0.037
H -4.594 -0.212 -1.322 -0.009 0.011 -0.013
H -5.239 2.889 1.772 -0.049 0.034 -0.008
H 3.226 -1.661 2.619 0.120 0.114 0.025
H 6.938 -0.130 3.069 -0.002 0.007 -0.004
H -6.316 1.559 -1.336 0.006 0.013 0.039
```
Forces are in eV/Å.

The value obtained for the frontier orbital gap is 7.5 eV. Its charge is +1. The value obtained for the calculated total energy is -8353.6824 Ha. The HOMO energy is -0.370 Ha. The molar mass is 1166.415 g mol⁻¹. The relative energy (zero: lowest compared OMol25 entry of this formula, charge and spin) is 0.00 kcal per mole.



# 2
DFT (the ωB97M-V functional and the def2-TZVPD basis) results for C41H32MoN3O2P2S2 as an isolated structure.

Geometry as XYZ:
```
83
Properties=species:S:1:pos:R:3:forces:R:3
Mo -1.082 0.522 0.852 -0.280 -1.248 -0.071
S -2.112 -0.660 2.882 -0.115 0.273 -0.326
S -1.548 0.030 -1.622 -0.121 0.106 0.107
P -0.628 -1.689 -1.084 0.260 0.292 -0.143
P -1.794 -2.210 1.657 0.288 -0.162 0.256
O -0.879 1.730 2.336 0.082 0.814 0.335
O 5.672 4.590 -0.214 -0.098 -0.005 -0.030
N 0.079 7.162 1.467 -0.111 -0.406 -0.237
N 1.130 7.587 0.976 0.369 -0.102 0.192
N -0.457 2.495 -0.070 0.196 0.022 0.052
C -4.822 -4.355 -0.058 0.020 0.031 0.004
C 2.514 -1.970 -3.617 0.031 0.007 0.037
C -0.136 5.748 1.676 -0.131 0.298 0.035
C -0.596 -1.462 0.634 -0.658 0.379 -0.246
C 3.603 -2.046 -2.754 -0.013 -0.006 -0.026
C 3.851 4.993 1.182 0.014 0.046 -0.049
C 2.281 6.751 0.728 -0.270 0.229 -0.061
C -3.180 -4.162 -3.064 0.011 0.011 0.009
C -0.481 5.326 2.929 0.006 -0.199 0.155
C -1.459 -3.132 -1.748 -0.053 -0.120 0.032
C -0.266 -5.974 3.743 -0.018 -0.006 0.020
C 1.236 -1.848 -3.103 -0.028 0.000 -0.003
C 2.134 -1.859 -0.861 0.022 0.058 0.004
C -0.429 3.489 0.876 0.021 -0.080 -0.003
C -0.695 3.063 2.188 0.188 -0.566 -0.026
C 2.709 5.682 1.520 0.039 -0.014 0.152
C -0.920 -4.388 -1.462 0.029 0.011 -0.039
C -2.591 -3.017 -2.545 -0.013 -0.014 0.008
C 1.045 -1.792 -1.722 0.087 -0.044 -0.044
C -0.168 2.836 -1.314 0.025 0.036 -0.049
C -1.209 -3.707 2.453 0.085 0.026 0.171
C -4.216 -1.685 0.398 -0.012 0.085 0.045
C -5.390 -2.027 -0.251 0.006 -0.016 -0.001
C -1.521 -5.525 -1.971 -0.008 0.022 -0.001
C -5.696 -3.363 -0.476 -0.007 0.006 0.010
C 3.416 -1.988 -1.383 -0.025 0.006 0.015
C 0.086 -4.154 2.216 0.011 -0.017 -0.021
C -3.640 -4.015 0.582 0.016 0.021 -0.031
C -2.026 -4.385 3.359 -0.016 0.031 0.012
C 0.555 -5.294 2.857 -0.018 0.024 -0.021
C 0.080 4.160 -1.702 -0.020 -0.134 -0.015
C 4.581 5.348 0.043 0.133 -0.035 0.029
C -1.555 -5.517 4.000 0.032 0.000 -0.021
C -0.147 4.829 0.588 -0.072 0.158 -0.130
C 6.413 4.876 -1.392 0.002 0.027 0.069
C 0.070 5.157 -0.767 0.032 0.054 0.099
C 4.190 6.443 -0.719 -0.098 0.025 0.035
C 3.051 7.149 -0.350 0.083 -0.039 -0.126
C -0.731 3.962 3.211 -0.033 0.338 0.008
C -3.330 -2.675 0.821 0.004 -0.154 -0.117
C -2.650 -5.409 -2.775 0.004 -0.014 -0.008
H 4.266 -2.041 -0.716 0.001 -0.005 0.008
H 0.099 -6.860 4.245 0.003 -0.001 0.002
H 4.214 4.179 1.794 -0.004 -0.016 0.001
H -1.107 -6.500 -1.751 0.006 -0.004 0.000
H -6.621 -3.629 -0.970 -0.001 0.000 -0.005
H 4.769 6.772 -1.568 -0.006 -0.001 -0.026
H -0.149 2.040 -2.044 -0.005 0.012 -0.011
H 4.602 -2.153 -3.158 0.005 0.013 -0.001
H -4.003 -0.642 0.598 0.011 -0.037 0.006
H -3.013 -2.042 -2.754 0.000 0.008 0.010
H -2.187 -6.042 4.702 -0.004 -0.002 0.003
H -6.075 -1.252 -0.567 0.000 0.007 0.000
H -3.029 -4.028 3.564 -0.006 0.005 -0.012
H -0.514 6.055 3.728 -0.023 -0.010 0.007
H 2.744 8.024 -0.909 0.012 0.001 0.008
H -4.060 -4.077 -3.688 -0.001 0.006 -0.005
H -5.055 -5.396 -0.234 -0.001 -0.006 0.005
H 0.729 -3.604 1.539 0.001 0.002 -0.004
H 1.562 -5.643 2.672 0.004 0.000 -0.007
H -0.026 -4.477 -0.854 0.007 0.009 0.010
H 6.890 5.856 -1.327 -0.001 0.009 -0.017
H 0.226 6.185 -1.062 0.035 0.032 0.025
H 2.176 5.411 2.420 0.039 -0.012 -0.054
H 1.981 -1.799 0.209 0.000 -0.009 -0.001
H -2.960 -4.797 0.888 0.020 -0.012 0.018
H -3.113 -6.299 -3.182 -0.002 -0.002 0.002
H 5.773 4.836 -2.276 0.012 -0.012 -0.015
H 0.264 4.370 -2.745 0.004 0.002 0.001
H 0.387 -1.797 -3.775 -0.008 -0.013 0.010
H 2.665 -2.011 -4.687 -0.002 -0.008 -0.005
H -0.958 3.634 4.216 0.024 -0.008 0.004
H 7.177 4.108 -1.459 0.005 0.003 -0.003
```
Forces are in eV/Å.

The value obtained for the frontier orbital gap (spin up / spin down) is 6.1 / 6.7 eV. Its spin multiplicity is 3. Its charge is +1. The value obtained for the calculated total energy is -3443.4228 Ha. The HOMO energy (spin up / spin down) is -0.371 / -0.374 Ha. The molar mass is 820.748 g mol⁻¹. The relative energy (zero: lowest compared OMol25 entry of this formula, charge and spin) is 19.51 kcal per mole.